(1)
A gas-phase ion, C2H4NO2 (charge -1) at a distorted geometry, computed with ωB97M-V with the def2-TZVPD basis set.

Structure (ORCA input):
```
! RIJCOSX wB97M-V def2-TZVPD def2/J DEFGRID3
* xyz -1 1
C -0.492 -0.488 -0.954
N -0.068 -0.518 0.474
C 0.770 0.760 1.057
O 0.771 0.762 2.268
O 1.362 1.292 0.091
H -0.939 -1.485 -1.191
H 0.454 -0.465 -1.520
H -0.931 0.535 -1.275
H -0.927 -0.393 1.050
*
```

Output
frontier orbital gap = 8.226 eV
structure (SMILES) = CNC(=O)[O-]
HOMO level = -3.74 eV
M = 74.1 g/mol

(2)
A molecular structure, C32H37BClF14N3O3P2SSr at a distorted geometry, computed with ωB97M-V with the def2-TZVPD basis set.

Structure (ORCA input):
```
! RIJCOSX wB97M-V def2-TZVPD def2/J DEFGRID3
* xyz -2 1
Sr -0.441 -21.156 10.950
C -3.882 -21.421 10.309
N -3.095 -20.551 11.192
C -3.154 -19.180 10.730
C -2.324 -18.242 11.527
N -1.036 -18.841 11.892
C -0.052 -17.993 12.241
C 0.194 -16.590 12.118
F -0.811 -15.754 11.654
C 1.385 -15.999 12.562
F 1.565 -14.712 12.296
C 2.421 -16.707 13.136
F 3.654 -16.176 13.372
C 2.255 -18.095 13.177
F 3.296 -18.766 13.668
C 1.074 -18.681 12.873
F 1.004 -20.035 12.941
C -3.427 -20.697 12.571
C -3.008 -22.021 13.161
N -1.600 -22.239 13.083
C -0.908 -22.647 14.188
C -1.362 -23.028 15.479
F -2.664 -23.340 15.742
C -0.484 -23.047 16.558
F -1.063 -23.001 17.822
C 0.889 -22.976 16.425
F 1.793 -23.018 17.399
C 1.377 -22.894 15.133
F 2.684 -22.605 15.015
C 0.508 -22.784 14.053
F 1.006 -22.582 12.787
H -4.956 -21.238 10.416
H -3.723 -22.517 10.469
H -3.561 -21.309 9.293
H -4.214 -18.848 10.834
H -2.869 -19.222 9.650
H -2.853 -17.993 12.457
H -2.190 -17.336 10.932
H -4.488 -20.575 12.682
H -2.927 -19.893 13.166
H -3.545 -22.879 12.700
H -3.429 -22.087 14.195
C -0.993 -22.026 6.098
P -2.106 -22.624 7.473
C -3.771 -22.348 6.653
C -1.861 -24.476 7.254
C -1.074 -25.174 8.386
P -1.489 -24.741 10.135
C -0.603 -26.138 11.070
C -3.127 -25.486 10.428
H -1.197 -22.562 5.180
H 0.056 -22.103 6.461
H -1.202 -20.959 5.879
H -3.736 -22.663 5.644
H -3.889 -21.268 6.752
H -4.630 -22.890 7.025
H -1.217 -24.563 6.331
H -2.885 -24.855 7.084
H -0.021 -24.963 8.268
H -1.111 -26.258 8.164
H -0.828 -27.119 10.677
H -0.723 -26.048 12.165
H 0.452 -26.012 10.944
H -3.316 -26.295 9.761
H -3.947 -24.730 10.330
H -3.134 -25.811 11.463
Cl -6.551 -16.401 4.213
C -5.068 -16.988 4.877
C -5.204 -17.642 6.077
C -4.068 -17.985 6.776
C -2.843 -17.828 6.210
C -2.728 -17.196 4.995
C -3.829 -16.758 4.274
C -1.577 -18.397 6.852
O -0.451 -18.035 6.375
O -1.765 -19.260 7.744
H -6.205 -17.808 6.425
H -4.130 -18.532 7.706
H -1.752 -17.170 4.557
H -3.784 -16.300 3.327
F 1.925 -24.568 9.217
B 1.838 -23.280 8.640
F 0.836 -22.593 9.355
F 1.547 -23.363 7.297
F 3.015 -22.565 8.868
C 1.678 -17.479 8.604
S 2.275 -19.166 8.800
C 1.684 -19.905 7.275
O 1.297 -19.629 9.874
H 2.504 -16.842 8.292
H 1.501 -17.271 9.657
H 0.796 -17.484 7.987
H 1.698 -19.115 6.550
H 0.643 -20.073 7.422
H 2.341 -20.750 6.976
*
```

Output
frontier orbital gap = 5.977 eV
HOMO level = -2.30 eV
M = 1005.5 g/mol

(3)
2 unconnected molecules or ions with the total composition C4H13N2O2 at a distorted geometry, computed with ωB97M-V with the def2-TZVPD basis set.

Structure (ORCA input):
```
! RIJCOSX wB97M-V def2-TZVPD def2/J DEFGRID3
* xyz 1 1
N -1.418 -1.101 1.649
C -0.938 -0.521 0.367
C 0.242 0.445 0.744
N 0.447 1.459 -0.089
C -0.038 1.696 -1.466
C 0.952 1.200 -2.487
O 0.897 0.142 1.732
H -1.336 -0.410 2.396
H -0.799 -1.912 1.866
H -2.381 -1.442 1.660
H -0.583 -1.318 -0.281
H -1.674 0.053 -0.176
H 1.333 1.918 0.032
H -0.999 1.226 -1.654
H -0.211 2.764 -1.592
H 1.932 1.672 -2.527
H 0.569 1.474 -3.480
H 1.061 0.115 -2.461
H 0.931 -1.659 1.827
H 1.346 -3.226 1.849
O 0.667 -2.574 2.091
*
```

Output
frontier orbital gap = 11.096 eV
HOMO level = -14.30 eV
M = 121.2 g/mol

(4)
3 unconnected molecules or ions with the total composition C3H9NO at a distorted geometry, computed with ωB97M-V with the def2-TZVPD basis set.

Structure (ORCA input):
```
! RIJCOSX wB97M-V def2-TZVPD def2/J DEFGRID3
* xyz 0 1
C -0.725 -0.034 0.305
C 0.442 -0.931 -0.048
C -1.380 0.673 -0.830
N 1.412 -0.209 -0.858
O -1.133 0.107 1.474
H 0.090 0.603 2.234
H 1.033 0.677 2.342
H 1.847 0.506 -0.280
H 2.134 -0.837 -1.189
H 0.018 -1.736 -0.667
H 0.837 -1.377 0.873
H -0.674 1.401 -1.229
H -1.621 -0.023 -1.631
H -2.283 1.181 -0.494
*
```

Output
frontier orbital gap = 10.184 eV
HOMO level = -9.63 eV
M = 75.1 g/mol

(5)
A molecular structure, C28H34KN12P2 at a distorted geometry, computed with ωB97M-V with the def2-TZVPD basis set.

Structure (ORCA input):
```
! RIJCOSX wB97M-V def2-TZVPD def2/J DEFGRID3
* xyz 1 1
K 0.119 -0.112 -0.754
C -6.245 -0.425 -0.583
N -4.936 0.354 -0.459
C -4.762 1.432 0.315
C -3.473 1.809 0.164
N -2.731 0.891 -0.573
C -3.698 -0.005 -0.935
P -3.448 -1.381 -2.125
C -2.560 -2.625 -0.975
N -1.314 -2.435 -0.572
C -0.838 -3.688 -0.231
C -1.825 -4.642 -0.299
N -2.902 -3.948 -0.857
C -4.269 -4.524 -1.033
C -2.412 -0.648 -3.442
N -1.308 0.084 -3.115
C -0.747 0.364 -4.416
C -1.540 -0.186 -5.395
N -2.663 -0.697 -4.777
C -3.948 -1.266 -5.383
H -6.329 -1.023 0.293
H -6.122 -1.034 -1.517
H -7.084 0.248 -0.737
H -5.554 1.876 0.884
H -3.060 2.711 0.599
H 0.141 -3.756 0.242
H -1.774 -5.716 -0.295
H -4.447 -5.335 -0.343
H -4.323 -4.781 -2.058
H -4.966 -3.683 -0.768
H 0.163 0.909 -4.531
H -1.374 -0.220 -6.508
H -4.718 -0.884 -4.671
H -3.829 -2.346 -5.394
H -4.046 -0.944 -6.402
N 1.034 3.870 -1.943
C 2.203 3.318 -1.515
N 3.177 4.220 -1.202
C 4.226 3.589 -0.718
N 5.279 4.295 -0.248
N 4.435 2.245 -0.708
C 3.436 1.507 -1.054
N 2.238 2.003 -1.374
C 3.652 0.041 -1.300
C 4.922 -0.473 -1.115
C 5.170 -1.770 -1.366
C 4.085 -2.594 -1.827
C 2.824 -1.999 -1.956
N 2.582 -0.719 -1.684
H 1.012 4.889 -1.908
H 0.195 3.368 -2.217
H 5.356 5.328 -0.119
H 6.189 3.830 -0.034
H 5.733 0.114 -0.718
H 6.211 -2.137 -1.309
H 4.184 -3.715 -1.823
H 1.957 -2.558 -2.288
C 1.163 0.085 6.960
P 2.139 -0.592 5.609
C 0.901 -1.743 4.818
C 2.095 0.943 4.535
C 0.926 1.612 4.297
C 0.966 2.877 3.684
C 2.135 3.506 3.349
C 3.319 2.752 3.460
C 3.282 1.541 4.071
H 0.203 0.349 6.648
H 1.671 1.041 7.240
H 1.076 -0.613 7.840
H -0.074 -1.291 4.950
H 1.027 -2.670 5.394
H 1.130 -2.022 3.772
H -0.038 1.245 4.681
H 0.001 3.321 3.502
H 2.268 4.449 2.773
H 4.312 3.145 3.129
H 4.216 1.037 4.369
*
```

Output
frontier orbital gap = 7.918 eV
HOMO level = -10.10 eV
M = 639.7 g/mol

(6)
2 unconnected molecules or ions with the total composition C3H2BrNO2 at a distorted geometry, computed with ωB97M-V with the def2-TZVPD basis set.

Structure (ORCA input):
```
! RIJCOSX wB97M-V def2-TZVPD def2/J DEFGRID3
* xyz 0 1
O 0.736 -2.204 0.363
C 1.553 -1.474 0.014
N 2.241 -0.743 -0.644
Br 3.354 0.672 -0.564
C -2.060 0.718 -0.035
C -0.907 0.693 0.464
O 0.086 0.841 1.046
H -2.702 -0.127 -0.370
H -2.301 1.623 -0.274
*
```

Output
frontier orbital gap = 9.433 eV
structure (SMILES) = O=C=NBr.C=C=O
HOMO level = -9.60 eV
M = 164.0 g/mol

Number 1 is which compound? C2H4NO2

The highest frontier orbital gap belongs to which entry? C4H13N2O2

Which value of HOMO level does entry 5 give? -10.10 eV

The highest HOMO level belongs to which entry? C32H37BClF14N3O3P2SSr